Record 1
Computed, not measured: CH6BF3O4STa as an isolated structure, with the ωB97M-V functional and the def2-TZVPD basis.

Each line ends with the Mulliken charge.
Atoms and positions in Å:
O 2.115 2.462 0.258  -0.557
S 1.850 0.973 0.611  0.504
O 2.062 0.656 2.135  -0.550
Ta -0.577 0.281 0.014  0.203
B -2.725 -0.573 -0.321  0.610
O -3.800 0.138 -1.042  -0.491
O -3.004 -1.949 0.218  -0.471
C 2.953 -0.237 -0.351  0.572
F 2.725 -1.639 0.127  -0.205
F 2.567 -0.059 -1.792  -0.209
F 4.414 0.038 -0.115  -0.243
H -0.916 0.310 1.842  -0.130
H -1.129 2.039 -0.099  -0.171
H -0.194 0.341 -1.791  -0.211
H 0.027 -1.483 0.052  -0.222
H -4.202 0.881 -0.481  0.303
H -2.165 -2.178 0.735  0.270

The calculation puts the HOMO-LUMO gap at 7.041 eV. Its net charge is -1.

Record 2
Computed, not measured: an isolated ion of composition CH6ClNOP and charge +1, with the ωB97M-V functional and the def2-TZVPD basis.

Each line ends with the Löwdin spin population.
Atoms and positions in Å:
C -0.572 0.601 -0.021  0.033
N -1.223 -0.706 -0.163  0.138
O 0.749 0.440 0.634  0.216
P 1.686 -0.856 0.257  0.913
Cl 3.466 -0.043 0.236  0.385
H -0.527 1.129 -1.004  0.004
H -1.110 1.267 0.665  0.003
H -0.360 -1.290 -0.198  0.103
H -1.688 -1.047 0.675  0.010
H -1.860 -1.020 -0.957  0.006
H 1.513 -1.439 1.719  0.188

The calculation puts the HOMO-LUMO gap (alpha / beta) at 5.904 / 8.285 eV. As for the expectation value of S²: 2.005. Its multiplicity is 3. Its net charge is +1.

Record 3
Computed, not measured: one molecule with the formula CH6FN2OP, with the ωB97M-V functional and the def2-TZVPD basis.

Each line ends with the Mulliken charge.
Atoms and positions in Å:
C 1.650 0.749 0.062  -0.618
N -0.230 -1.034 -1.371  -0.681
N -1.828 -0.518 1.062  -0.661
O 0.455 0.333 0.747  -0.323
F -1.737 1.384 -0.665  -0.581
P -0.730 -0.288 -0.105  1.149
H 1.853 1.759 0.348  0.237
H 1.529 0.639 -1.059  0.334
H 2.466 0.156 0.535  0.224
H -0.931 -1.705 -1.742  0.254
H -1.417 -0.179 1.856  0.332
H -2.550 0.148 0.874  0.335

The calculation puts the HOMO-LUMO gap at 11.028 eV. The structure (SMILES) is CO[P@@](=N)(N)F. Its net charge is 0.